{
  "formula": "C2H4BrN2P",
  "method": "ωB97M-V/def2-TZVPD",
  "elements": ["Br", "N", "C", "C", "P", "N", "H", "H", "H", "H"],
  "coordinates": [[3.6035, 0.3404, 0.0611], [2.0045, -0.3549, -0.5727], [0.8068, 0.2473, -0.0311], [-0.3183, -0.7882, -0.0566], [0.5352, -2.4556, 0.1218], [1.9833, -1.9913, -0.1472], [0.5611, 1.0981, -0.6760], [0.9450, 0.6239, 0.9916], [-1.0394, -0.6376, 0.7468], [-0.8575, -0.7946, -1.0079]],
  "lowdin_charge": [0.63, -0.62, -0.42, -0.40, 0.85, -0.36, 0.11, 0.09, 0.06, 0.06],
  "e_homo_ev": -9.07,
  "smiles": "BrN1CCP=N1",
  "de_lowest_kcal_mol": 0.7,
  "e_lumo_ev": -0.2
}



{
  "formula": "C15H10BrCl2N2ORu",
  "method": "ωB97M-V/def2-TZVPD",
  "elements": ["Ru", "C", "C", "C", "C", "C", "Br", "N", "C", "H", "H", "H", "H", "H", "H", "Cl", "C", "C", "C", "Cl", "C", "C", "C", "C", "N", "C", "C", "O", "H", "H", "H", "H"],
  "coordinates": [[-0.3432, -2.3193, -1.1095], [-3.2977, 1.5968, -3.0954], [-2.0849, 1.1836, -2.4096], [-0.9028, 1.9865, -2.4010], [0.2374, 1.6044, -1.7797], [0.3241, 0.3187, -1.0161], [2.9603, -0.1123, -2.2827], [-0.9090, -0.4243, -1.0655], [-1.9759, -0.0544, -1.7439], [-3.4749, 2.6703, -2.9832], [-4.1771, 1.0339, -2.7893], [-3.2032, 1.4572, -4.1825], [-0.9188, 2.9147, -2.9581], [1.1721, 2.1154, -1.9589], [-2.8263, -0.7477, -1.7104], [1.0876, 3.0958, 0.3667], [1.2424, 1.5511, 1.0743], [1.7802, 1.5230, 2.3691], [1.8296, 0.3592, 3.1210], [2.4757, 0.3963, 4.6804], [1.2997, -0.8595, 2.5641], [1.2015, -2.0451, 3.3043], [0.7175, -3.2092, 2.7228], [0.3257, -3.1458, 1.3902], [0.3706, -2.0188, 0.6926], [0.8294, -0.8440, 1.2078], [0.8155, 0.3672, 0.4450], [1.2198, -0.6179, -1.7480], [2.1416, 2.4473, 2.8042], [1.5040, -2.0444, 4.3441], [0.6374, -4.1342, 3.2795], [-0.0575, -4.0433, 0.8670]],
  "lowdin_charge": [1.30, 0.04, -0.10, 0.07, 0.02, -0.47, 1.00, 0.00, 0.04, 0.14, 0.12, 0.16, 0.16, 0.09, 0.17, 0.94, -0.52, -0.07, -0.55, 0.91, -0.11, 0.06, 0.04, -0.06, -0.06, -0.11, -0.07, -0.65, 0.13, 0.12, 0.14, 0.15],
  "e_homo_ev": [-18.47, -18.47],
  "charge": 3,
  "e_lumo_ev": [-13.9, -13.9]
}



{
  "formula": "C3H2N2S2",
  "method": "ωB97M-V/def2-TZVPD",
  "elements": ["N", "C", "C", "S", "S", "C", "N", "H", "H"],
  "coordinates": [[-0.6986, -0.0250, 2.6400], [-1.1107, 0.1262, 1.5568], [-1.4771, 0.0867, 0.0804], [-0.8149, 1.6072, -0.8021], [-0.6193, -1.5161, -0.4891], [-2.9086, -0.1540, -0.0806], [-4.0280, -0.2518, -0.3473], [0.4152, 1.3551, -0.3207], [-1.0178, -1.1697, -1.6894]],
  "lowdin_charge": [0.17, -0.30, -1.02, 0.76, 0.77, -0.32, 0.19, -0.11, -0.14],
  "e_homo_ev": -10.34,
  "smiles": "N#CC(S)(S)C#N",
  "de_lowest_kcal_mol": 25.7,
  "e_lumo_ev": -0.4
}



{
  "formula": "C50H95BrFN2O21PS2",
  "method": "ωB97M-V/def2-TZVPD",
  "elements": ["C", "C", "C", "C", "C", "C", "C", "C", "P", "O", "Br", "C", "S", "O", "O", "F", "C", "C", "N", "S", "N", "C", "C", "C", "H", "H", "H", "H", "H", "H", "H", "H", "H", "H", "H", "C", "O", "C", "C", "O", "C", "C", "O", "C", "H", "H", "H", "H", "H", "H", "H", "H", "H", "H", "H", "H", "H", "H", "C", "O", "C", "C", "O", "C", "C", "O", "C", "H", "H", "H", "H", "H", "H", "H", "H", "H", "H", "H", "H", "H", "H", "C", "O", "C", "C", "O", "C", "C", "O", "C", "H", "H", "H", "H", "H", "H", "H", "H", "H", "H", "H", "H", "H", "H", "C", "O", "C", "C", "O", "C", "C", "O", "C", "H", "H", "H", "H", "H", "H", "H", "H", "H", "H", "H", "H", "H", "H", "C", "O", "C", "C", "O", "C", "C", "O", "C", "H", "H", "H", "H", "H", "H", "H", "H", "H", "H", "H", "H", "H", "H", "C", "O", "C", "C", "O", "C", "C", "O", "C", "H", "H", "H", "H", "H", "H", "H", "H", "H", "H", "H", "H", "H", "H"],
  "coordinates": [[-1.6693, 3.4507, 0.1470], [-1.2206, 2.1027, 0.6508], [-2.0248, 1.2203, 1.3263], [-1.5983, -0.0206, 1.7499], [-0.3043, -0.4081, 1.4919], [0.2665, -1.7538, 1.9571], [1.3196, -1.4387, 3.0138], [2.6482, -1.4091, 2.7740], [3.2009, -1.8500, 1.0660], [4.3261, -0.7443, 0.6358], [4.2125, -3.8748, 1.2803], [3.5440, -1.0360, 3.8797], [5.3069, -0.8758, 3.7261], [5.7294, 0.2053, 2.9038], [5.8243, -0.7298, 5.0449], [5.9591, -2.1817, 3.1817], [3.1006, -0.7597, 5.1016], [1.7185, -0.8236, 5.3812], [1.0749, -0.6053, 6.5328], [-0.4752, -0.8405, 6.2291], [-0.4591, -1.1934, 4.6421], [0.8354, -1.1561, 4.3352], [0.5224, 0.4764, 0.8121], [0.0896, 1.7116, 0.4005], [-0.8162, 4.1330, 0.1021], [-2.0531, 3.3607, -0.8743], [-2.4243, 3.9320, 0.7719], [-3.0497, 1.5127, 1.5431], [-2.2697, -0.6764, 2.2930], [-0.5367, -2.3061, 2.4462], [0.7084, -2.3094, 1.1341], [4.6703, -1.0424, -0.2187], [3.7923, -0.4849, 5.8895], [1.5462, 0.1815, 0.6043], [0.8027, 2.3486, -0.1129], [-7.6691, -3.9147, 0.5839], [-7.2529, -2.9515, -0.3573], [-7.1035, -1.6657, 0.2214], [-6.2160, -0.7904, -0.6384], [-4.8288, -1.0596, -0.4838], [-4.3555, -2.2722, -1.0571], [-4.2830, -2.2370, -2.5685], [-5.5720, -2.4193, -3.1365], [-5.6711, -1.8643, -4.4282], [-8.6584, -3.6691, 0.9863], [-7.7219, -4.8763, 0.0763], [-6.9460, -3.9959, 1.4040], [-6.6713, -1.7445, 1.2262], [-8.1001, -1.2075, 0.2906], [-6.3460, 0.2424, -0.3061], [-6.5083, -0.8273, -1.6892], [-4.9317, -3.1285, -0.7039], [-3.3372, -2.3876, -0.6774], [-3.6362, -3.0507, -2.9231], [-3.8579, -1.2774, -2.8867], [-5.4751, -0.7857, -4.3968], [-6.6876, -2.0190, -4.7868], [-4.9732, -2.3512, -5.1187], [6.5544, -6.8192, 2.7392], [6.0267, -8.1179, 2.5857], [4.6105, -8.1246, 2.6312], [4.0579, -9.3795, 1.9890], [4.0427, -9.3346, 0.5670], [5.3026, -9.4460, -0.0879], [5.8780, -10.8455, -0.0483], [6.4644, -11.1148, 1.2147], [6.5128, -12.4940, 1.5012], [6.2966, -6.4057, 3.7208], [7.6377, -6.8836, 2.6542], [6.1846, -6.1576, 1.9474], [4.2052, -7.2458, 2.1143], [4.3038, -8.0953, 3.6864], [3.0085, -9.4655, 2.2798], [4.5684, -10.2728, 2.3513], [6.0105, -8.7067, 0.2894], [5.1037, -9.1973, -1.1334], [6.6625, -10.9378, -0.8120], [5.0825, -11.5697, -0.2620], [5.5041, -12.9234, 1.5153], [6.9528, -12.6156, 2.4894], [7.1309, -13.0268, 0.7695], [5.2730, 2.6185, 4.4211], [5.2014, 4.0118, 4.1818], [6.3419, 4.4936, 3.4973], [6.0384, 5.8174, 2.8281], [5.3162, 5.6882, 1.6082], [3.9453, 5.3265, 1.7046], [3.0505, 6.4427, 2.1998], [3.1469, 6.5826, 3.6078], [2.8031, 7.8779, 4.0402], [6.1154, 2.3756, 5.0785], [4.3428, 2.3206, 4.9088], [5.3543, 2.0602, 3.4873], [6.6706, 3.7719, 2.7400], [7.1475, 4.6370, 4.2319], [6.9902, 6.2731, 2.5458], [5.5395, 6.5054, 3.5126], [3.8170, 4.4189, 2.2970], [3.6428, 5.0925, 0.6807], [2.0054, 6.2075, 1.9537], [3.3330, 7.3796, 1.7034], [3.4703, 8.6247, 3.5923], [2.9219, 7.9157, 5.1219], [1.7615, 8.1110, 3.7873], [3.1984, -10.6944, -7.9588], [3.5047, -10.1962, -6.6764], [4.8995, -10.0351, -6.4829], [5.1760, -9.0726, -5.3469], [5.0370, -7.7043, -5.7070], [3.7145, -7.2181, -5.9004], [2.9382, -7.0381, -4.6137], [2.4520, -8.2827, -4.1413], [2.2251, -8.2765, -2.7485], [3.6211, -11.6953, -8.1030], [2.1147, -10.7521, -8.0441], [3.5712, -10.0197, -8.7383], [5.3735, -9.6607, -7.3980], [5.3244, -11.0174, -6.2325], [6.2260, -9.1857, -5.0672], [4.5773, -9.3124, -4.4664], [3.1666, -7.8348, -6.6147], [3.8396, -6.2312, -6.3519], [2.0749, -6.3835, -4.7973], [3.5874, -6.5716, -3.8625], [3.1557, -8.0650, -2.2099], [1.8780, -9.2656, -2.4559], [1.4610, -7.5380, -2.4803], [-9.7265, -0.2509, -3.2414], [-9.5803, 1.0602, -2.7384], [-8.5319, 1.7670, -3.3819], [-8.7082, 3.2601, -3.2015], [-9.6738, 3.8330, -4.0733], [-11.0406, 3.5581, -3.7933], [-11.5781, 4.3003, -2.5886], [-11.1679, 3.6727, -1.3841], [-11.1535, 4.5640, -0.2923], [-8.8238, -0.8430, -3.0494], [-10.5705, -0.7155, -2.7348], [-9.9398, -0.2277, -4.3166], [-8.5087, 1.5304, -4.4524], [-7.5817, 1.4585, -2.9224], [-7.7641, 3.7390, -3.4712], [-8.9155, 3.5142, -2.1607], [-11.2195, 2.4847, -3.7137], [-11.5857, 3.9144, -4.6703], [-12.6762, 4.2936, -2.6178], [-11.2259, 5.3385, -2.6170], [-10.4602, 5.3931, -0.4768], [-10.8095, 4.0159, 0.5832], [-12.1564, 4.9584, -0.0925], [-0.0202, 13.9711, -1.4322], [-0.0251, 13.5807, -0.0777], [-1.2027, 12.8742, 0.2726], [-0.9853, 12.0604, 1.5310], [-0.2826, 10.8435, 1.3128], [1.1096, 10.9418, 1.0407], [1.9445, 11.2949, 2.2525], [1.8666, 12.6828, 2.5333], [2.1366, 12.9723, 3.8861], [-0.8404, 14.6666, -1.6436], [0.9268, 14.4690, -1.6325], [-0.0975, 13.0974, -2.0899], [-1.5070, 12.2066, -0.5423], [-1.9999, 13.6089, 0.4536], [-1.9670, 11.7571, 1.9017], [-0.5120, 12.6552, 2.3138], [1.3030, 11.6227, 0.2104], [1.4057, 9.9412, 0.7163], [2.9978, 11.0506, 2.0563], [1.5965, 10.7106, 3.1133], [1.4167, 12.4688, 4.5422], [2.0361, 14.0473, 4.0254], [3.1557, 12.6730, 4.1571]],
  "lowdin_charge": [-0.05, -0.28, -0.04, -0.04, -0.22, -0.10, -0.17, -0.31, 0.60, -0.33, 0.30, -0.23, 0.63, -0.26, -0.26, -0.17, 0.01, -0.33, -0.21, 1.06, -0.17, -0.32, -0.04, -0.04, 0.07, 0.08, 0.08, 0.12, 0.11, 0.11, 0.08, 0.06, 0.13, 0.08, 0.12, -0.11, -0.20, -0.20, -0.18, -0.13, -0.18, -0.20, -0.20, -0.11, 0.09, 0.09, 0.09, 0.13, 0.13, 0.13, 0.11, 0.12, 0.12, 0.13, 0.13, 0.09, 0.08, 0.09, -0.11, -0.20, -0.20, -0.18, -0.13, -0.18, -0.20, -0.20, -0.11, 0.09, 0.09, 0.05, 0.11, 0.13, 0.13, 0.12, 0.12, 0.11, 0.13, 0.13, 0.09, 0.09, 0.09, -0.11, -0.20, -0.20, -0.18, -0.13, -0.18, -0.20, -0.20, -0.12, 0.10, 0.09, 0.05, 0.13, 0.13, 0.13, 0.12, 0.12, 0.13, 0.13, 0.12, 0.08, 0.09, 0.09, -0.11, -0.20, -0.21, -0.18, -0.13, -0.18, -0.21, -0.20, -0.10, 0.09, 0.09, 0.09, 0.13, 0.13, 0.13, 0.12, 0.12, 0.13, 0.13, 0.13, 0.08, 0.09, 0.09, -0.10, -0.20, -0.20, -0.18, -0.13, -0.18, -0.20, -0.20, -0.12, 0.08, 0.09, 0.09, 0.13, 0.12, 0.13, 0.12, 0.12, 0.13, 0.13, 0.13, 0.09, 0.09, 0.09, -0.11, -0.20, -0.21, -0.18, -0.13, -0.18, -0.21, -0.20, -0.11, 0.09, 0.09, 0.09, 0.13, 0.13, 0.13, 0.12, 0.12, 0.12, 0.13, 0.12, 0.09, 0.09, 0.09],
  "e_homo_ev": -8.96,
  "e_lumo_ev": -1.4
}



{
  "formula": "C4H8NO",
  "method": "ωB97M-V/def2-TZVPD",
  "elements": ["C", "N", "C", "C", "C", "O", "H", "H", "H", "H", "H", "H", "H", "H"],
  "coordinates": [[-3.1224, 0.6103, -0.3791], [-2.1449, 0.2730, 0.0962], [-0.9893, -0.0573, 0.7406], [0.0417, -0.6566, -0.2240], [1.4641, -0.0723, -0.0360], [1.4633, 1.3429, -0.1276], [-4.0097, 0.8007, -0.9782], [-1.2960, -0.6967, 1.5289], [-0.2836, 0.9126, 0.9837], [0.0581, -1.7306, -0.3019], [-0.2339, -0.2218, -1.1665], [1.6837, -0.2306, 0.9549], [2.1804, -0.3729, -0.7077], [1.0125, 1.4779, -0.9857]],
  "lowdin_charge": [0.35, 0.12, -0.14, -0.12, -0.22, -0.06, 0.15, 0.14, 0.21, 0.13, 0.11, 0.10, 0.11, 0.11],
  "e_homo_ev": -14.75,
  "smiles": "C#[N+]CCCO",
  "de_lowest_kcal_mol": 63.3,
  "charge": 1,
  "e_lumo_ev": -4.7
}



{
  "formula": "C17H23AuN5OS",
  "method": "ωB97M-V/def2-TZVPD",
  "elements": ["Au", "C", "C", "N", "N", "C", "N", "S", "C", "C", "C", "C", "C", "N", "H", "H", "H", "H", "H", "H", "H", "H", "H", "H", "O", "C", "N", "C", "C", "C", "C", "C", "C", "C", "C", "H", "H", "H", "H", "H", "H", "H", "H", "H", "H", "H", "H", "H"],
  "coordinates": [[-0.0873, -0.0600, 0.0777], [4.0507, -0.0462, -1.5473], [2.5803, -0.0558, -1.2523], [2.0570, -0.0413, -0.0884], [2.7895, -0.0255, 1.0495], [2.1685, -0.0328, 2.2647], [2.9987, -0.0186, 3.3123], [0.5004, -0.0574, 2.5005], [1.6170, -0.0902, -2.3778], [2.0519, -0.1079, -3.6966], [1.1164, -0.1438, -4.7169], [-0.2281, -0.1607, -4.3972], [-0.5858, -0.1400, -3.0610], [0.3057, -0.1060, -2.0798], [4.6670, -0.0217, -0.6533], [4.3088, 0.8294, -2.1438], [4.3294, -0.9382, -2.1092], [3.7968, -0.0178, 0.9962], [4.0005, -0.0031, 3.2225], [2.6012, -0.0256, 4.2351], [3.1063, -0.0950, -3.9306], [1.4348, -0.1590, -5.7504], [-0.9889, -0.1896, -5.1635], [-1.6222, -0.1527, -2.7480], [-1.3424, -1.7059, 0.1415], [-5.0034, 0.7202, 1.8492], [-3.9613, -0.1573, 1.2532], [-2.8513, -0.4220, 2.2121], [-3.4808, 0.3270, -0.0977], [-2.7700, 1.6503, -0.0646], [-3.5271, 2.8160, -0.2313], [-2.9234, 4.0595, -0.2353], [-1.5465, 4.1454, -0.0746], [-0.7934, 2.9894, 0.0836], [-1.3826, 1.7194, 0.0950], [-5.4091, 0.2255, 2.7287], [-5.7923, 0.8787, 1.1185], [-4.5449, 1.6649, 2.1261], [-4.3964, -1.0616, 1.0726], [-2.4084, 0.5303, 2.4930], [-2.1318, -1.0702, 1.7048], [-3.2721, -0.9198, 3.0840], [-4.3734, 0.3731, -0.7265], [-2.8365, -0.4707, -0.4792], [-4.6005, 2.7545, -0.3849], [-3.5153, 4.9544, -0.3753], [-1.0612, 5.1138, -0.0829], [0.2801, 3.0789, 0.2041]],
  "lowdin_charge": [0.87, 0.00, -0.24, -0.06, 0.02, -0.78, 0.11, 0.74, -0.20, 0.00, -0.03, -0.03, -0.09, 0.01, 0.07, 0.10, 0.10, 0.14, 0.12, 0.11, 0.11, 0.12, 0.12, 0.12, -0.55, 0.01, -0.17, -0.05, -0.11, -0.28, -0.07, -0.09, -0.09, -0.13, -0.19, 0.11, 0.10, 0.11, 0.18, 0.08, 0.01, 0.11, 0.13, 0.07, 0.11, 0.11, 0.10, 0.08],
  "spin_multiplicity": 3,
  "e_homo_ev": [-9.57, -9.46],
  "de_lowest_kcal_mol": 18.3,
  "s_squared": 2.02,
  "charge": 1,
  "e_lumo_ev": [-3.1, -3.2]
}